Entry 1:
ORCA calculation (the ωB97M-V functional and the def2-TZVPD basis) on a 2-piece molecular cluster, C5H14 overall in a non-equilibrium geometry.

Strongest force on any atom (eV/Å): 3.07
Highest occupied orbital energy (eV): -11.15
Net charge: 0
Electronic energy (eV): -5411.30617

Atoms and positions in Å:
C (1.55, 0.02, -2.44)
C (1.31, 1.52, -2.04)
C (0.30, 1.52, -0.90)
H (2.00, 0.03, -3.46)
H (2.40, -0.34, -1.84)
H (0.86, -0.78, -2.41)
H (2.35, 1.80, -1.75)
H (0.95, 2.02, -2.96)
H (0.58, 0.96, 0.00)
H (0.15, 2.47, -0.39)
H (-0.60, 1.11, -1.37)
C (-0.76, -1.07, 2.72)
C (-2.16, -1.45, 2.17)
H (-0.59, 0.01, 2.60)
H (-0.73, -1.43, 3.74)
H (-0.02, -1.70, 2.20)
H (-2.28, -1.33, 1.10)
H (-2.33, -2.49, 2.40)
H (-2.97, -0.89, 2.64)

=====

Entry 2:
ORCA calculation (the ωB97M-V functional and the def2-TZVPD basis) on a 2-piece molecular cluster, C5H14 overall in a non-equilibrium geometry.

Strongest force on any atom (eV/Å): 1.46
Highest occupied orbital energy (eV): -11.38
Net charge: 0
Electronic energy (eV): -5411.68053

Atoms and positions in Å:
C (2.06, 0.31, -0.59)
C (1.23, -0.45, -1.59)
C (-0.10, 0.28, -1.93)
H (1.54, 0.42, 0.37)
H (3.00, -0.19, -0.38)
H (2.32, 1.32, -0.92)
H (1.75, -0.72, -2.51)
H (0.93, -1.38, -1.11)
H (0.00, 1.27, -1.48)
H (-0.28, 0.43, -2.99)
H (-0.94, -0.22, -1.47)
C (-2.04, -0.40, 1.43)
C (-0.85, 0.15, 2.22)
H (-2.88, 0.28, 1.30)
H (-1.67, -0.85, 0.50)
H (-2.42, -1.26, 1.99)
H (-0.25, -0.68, 2.58)
H (-0.25, 0.82, 1.58)
H (-1.14, 0.87, 2.98)

=====

Entry 3:
ORCA calculation (the ωB97M-V functional and the def2-TZVPD basis) on a 2-piece molecular cluster, C5H14 overall in a non-equilibrium geometry.

Strongest force on any atom (eV/Å): 2.65
Highest occupied orbital energy (eV): -11.00
Net charge: 0
Electronic energy (eV): -5411.24494

Atoms and positions in Å:
C (2.52, -0.91, 0.14)
C (1.84, -0.54, 1.47)
C (0.30, -0.62, 1.30)
H (2.74, -0.09, -0.54)
H (3.53, -1.30, 0.36)
H (1.97, -1.70, -0.36)
H (2.24, 0.34, 1.95)
H (2.05, -1.36, 2.10)
H (-0.11, 0.37, 1.53)
H (-0.12, -1.26, 2.07)
H (-0.15, -0.86, 0.37)
C (-2.83, 1.12, -1.88)
C (-1.65, 0.87, -0.89)
H (-2.84, 2.15, -2.21)
H (-2.55, 0.60, -2.80)
H (-3.72, 0.81, -1.35)
H (-0.79, 1.49, -1.11)
H (-2.04, 0.97, 0.12)
H (-1.39, -0.19, -0.93)

=====

Entry 4:
ORCA calculation (the ωB97M-V functional and the def2-TZVPD basis) on a 2-piece molecular cluster, C5H14 overall in a non-equilibrium geometry.

Strongest force on any atom (eV/Å): 5.96
Highest occupied orbital energy (eV): -10.65
Net charge: 0
Electronic energy (eV): -5409.35215

Atoms and positions in Å:
C (-1.91, -1.13, -0.61)
C (-1.64, 0.38, -0.38)
C (-2.31, 1.03, 0.88)
H (-2.18, -1.33, -1.58)
H (-2.80, -1.68, 0.04)
H (-1.08, -1.94, -0.30)
H (-0.59, 0.50, -0.45)
H (-2.06, 0.91, -1.29)
H (-2.24, 2.05, 0.47)
H (-3.17, 0.48, 1.23)
H (-1.52, 1.35, 1.71)
C (3.10, -0.17, 0.72)
C (2.28, -0.05, -0.65)
H (2.46, 0.13, 1.52)
H (3.47, -1.20, 1.08)
H (3.93, 0.34, 0.66)
H (2.32, 1.00, -1.16)
H (1.30, -0.15, -0.40)
H (2.63, -0.56, -1.51)